The ion C4H10NO with charge -1 in a non-equilibrium geometry. Source: the Open Molecules 2025 dataset; level of theory: wB97M-V/def2-TZVPD.

Results
Strongest force on any atom in eV/A: 2.3
E_tot in a.u.: -288.371244
SMILES: CC[C@H](N)C[O-]
ΔE to the lowest compared entry with this formula, charge and spin in eV: 0.555

```
! RIJCOSX wB97M-V def2-TZVPD def2/J DEFGRID3
* xyz -1 1
C -1.455 0.130 -1.531
C -0.767 0.527 -0.189
C 0.505 -0.218 0.121
N 0.367 -1.613 0.423
C 1.394 0.635 1.124
O 2.456 0.020 1.660
H -0.673 0.314 -2.276
H -1.699 -0.939 -1.446
H -2.467 0.530 -1.619
H -0.592 1.605 -0.264
H -1.463 0.424 0.661
H 1.104 -0.154 -0.828
H -0.270 -1.839 1.169
H 1.349 -1.851 0.570
H 1.605 1.535 0.521
H 0.605 0.896 1.903
*
```

These are the Löwdin partial charges, in e, on atoms 1 to 8:
1 C -0.126
2 C -0.276
3 C -0.482
4 N 0.026
5 C -0.531
6 O -0.361
7 H 0.066
8 H 0.052